Below is 3 unconnected molecules or ions with the total composition C2H11NO3 at a distorted geometry, with properties calculated with wB97M-V/def2-TZVPD.

Cartesian coordinates (Å):
H -1.49 -0.80 -1.89
O -0.17 4.06 0.10
H 0.96 -1.29 0.63
C -0.01 -1.08 1.09
H -1.38 -2.37 -1.09
H -0.97 4.30 -0.42
O 2.16 0.61 -1.45
H 0.11 -1.41 -1.55
H 1.93 1.06 -0.61
H 0.07 -3.04 1.67
O -0.52 -2.27 1.72
H -1.82 -0.48 0.45
C -0.92 -1.36 -1.17
H 3.02 0.93 -1.69
H -0.07 3.13 -0.15
N -0.90 -0.63 0.08
H 0.06 -0.33 1.90

Properties
DFT total energy	-363.24401	Eh
HOMO-LUMO gap	0.35646	hartree

Below is 4 unconnected molecules or ions with the total composition C2H11NO3 at a distorted geometry, with properties calculated with wB97M-V/def2-TZVPD.

Cartesian coordinates (Å):
O 1.62 -0.15 -2.73
C 1.76 -1.11 0.41
O -2.87 -1.43 0.34
H 2.37 -0.20 0.32
H -1.65 1.95 1.50
H -1.79 3.39 2.01
H 1.79 -1.35 1.49
C 0.01 0.28 -0.11
H -0.95 0.58 -0.54
H 0.59 1.17 0.18
H 0.97 -0.84 -2.62
H 1.28 0.73 -2.88
O -1.16 2.67 1.91
H -2.39 -1.32 1.18
H 2.17 -1.98 -0.08
N 0.40 -0.91 -0.07
H -2.16 -1.49 -0.30

Properties
DFT total energy	-363.22478	Eh
HOMO-LUMO gap	0.40073	hartree

Below is 4 unconnected molecules or ions with the total composition C2H11NO4 at a distorted geometry, with properties calculated with wB97M-V/def2-TZVPD.

Cartesian coordinates (Å):
O 0.50 -3.40 -0.57
C -0.88 0.44 -0.49
H -3.03 0.41 -1.25
H 0.17 -4.00 0.13
H 2.85 1.21 1.40
H 0.25 0.40 1.20
H -1.88 -0.62 -2.02
H 0.14 -3.96 -1.28
H 0.97 2.32 0.08
H -1.43 -0.01 1.46
O -0.10 0.89 -1.33
N -0.70 0.31 0.84
H 1.78 2.86 -1.09
O 2.25 0.59 1.85
C -2.15 -0.24 -1.02
O 1.52 3.10 -0.19
H 2.07 0.91 2.75
H -2.33 -1.22 -0.48

Properties
DFT total energy	-438.51915	Eh
HOMO-LUMO gap	0.37812	hartree

Below is 4 unconnected molecules or ions with the total composition C2H11NO4 at a distorted geometry, with properties calculated with wB97M-V/def2-TZVPD.

Cartesian coordinates (Å):
H -0.45 -1.55 1.46
O 1.55 2.23 -0.46
O -2.49 -2.22 -0.61
H -0.68 2.15 0.64
H 0.39 -0.33 -1.56
H 1.82 2.70 -1.24
H -1.69 -1.71 -0.44
O 1.26 -0.27 -1.98
H 1.13 -1.43 1.52
H 1.56 1.34 -0.83
C 0.24 0.34 1.38
H -2.72 -2.03 -1.53
H 1.07 1.05 1.30
H 1.55 -1.14 -2.22
N 0.32 -1.08 1.01
O -1.88 0.53 0.31
C -0.92 1.09 0.79
H -0.08 0.34 2.45

Properties
DFT total energy	-438.48072	Eh
HOMO-LUMO gap	0.37986	hartree

Below is 4 unconnected molecules or ions with the total composition C2H11NO4 at a distorted geometry, with properties calculated with wB97M-V/def2-TZVPD.

Cartesian coordinates (Å):
H 3.25 -0.99 -1.87
H 0.02 -0.78 -0.51
H 1.44 -3.68 1.97
O 1.34 -2.73 1.78
O 2.38 -1.29 -1.53
O 0.79 2.93 1.63
H 0.51 -2.62 1.26
H 0.22 0.35 0.72
O -1.51 1.89 0.37
H 0.71 3.02 2.58
H -1.81 0.99 -2.30
H -0.01 2.71 1.09
H 2.41 -1.59 -0.62
H -3.27 0.98 -1.28
N -0.39 -0.02 0.02
C -1.41 0.85 -0.25
C -2.29 0.52 -1.44
H -2.39 -0.54 -1.64

Properties
DFT total energy	-438.52942	Eh
HOMO-LUMO gap	0.38847	hartree

Below is 4 unconnected molecules or ions with the total composition C2H11NO4 at a distorted geometry, with properties calculated with wB97M-V/def2-TZVPD.

Cartesian coordinates (Å):
H -1.02 1.16 0.31
H -2.32 -0.96 -2.67
O 4.71 1.80 0.21
H 0.95 -0.57 1.54
O -2.23 -0.86 -1.72
N -0.25 1.82 0.42
C 0.84 -0.35 0.48
H 4.69 1.69 -0.74
H -2.91 -2.70 1.11
O -3.51 -2.49 0.41
H 1.62 -0.78 -0.14
H -2.45 -1.68 -1.24
C 0.95 1.15 0.34
H -0.14 -0.69 0.16
H -4.38 -2.71 0.80
H 3.78 1.65 0.45
O 1.98 1.78 0.19
H -0.32 2.75 0.08

Properties
DFT total energy	-438.53494	Eh
HOMO-LUMO gap	0.37746	hartree

Below is 4 unconnected molecules or ions with the total composition C2H11NO5 at a distorted geometry, with properties calculated with wB97M-V/def2-TZVPD.

Cartesian coordinates (Å):
C 0.52 0.00 1.97
H -1.36 0.27 0.83
H 0.06 0.23 -0.29
O -0.85 0.51 -1.93
H -1.06 -1.87 -0.37
H -0.20 0.12 2.82
O 0.27 2.50 -0.74
H 0.55 2.23 0.15
C -0.41 -0.23 0.60
H -0.15 1.69 -1.14
O 1.34 -0.93 2.13
O 1.09 1.29 1.73
H -0.48 -0.94 -2.21
N -0.68 -1.62 0.57
H 0.14 -2.16 0.80
H 0.91 -1.65 -2.46
O -0.03 -1.85 -2.34
H 1.90 1.40 2.26
H -1.55 1.01 -2.39

Properties
DFT total energy	-513.50512	Eh
HOMO-LUMO gap	0.17559	hartree

Below is 4 unconnected molecules or ions with the total composition C2H11NO5 at a distorted geometry, with properties calculated with wB97M-V/def2-TZVPD.

Cartesian coordinates (Å):
H -1.44 3.28 1.06
H -1.22 -2.90 -0.15
N -0.30 -1.35 -1.12
H 1.29 -2.31 1.36
H -0.12 0.54 -0.32
H 1.09 0.57 -2.83
O 0.37 2.13 1.74
O 2.09 -2.34 0.83
O -1.93 3.57 0.26
H 0.04 2.62 2.47
H -0.34 -1.78 -2.03
C -0.71 -1.95 0.04
C 0.39 -0.08 -1.06
H -2.19 2.78 -0.17
H 1.44 -0.09 -0.78
O -0.50 -1.40 1.11
O 0.24 0.49 -2.35
H 0.07 1.24 1.88
H 2.70 -1.70 1.24

Properties
DFT total energy	-513.74764	Eh
HOMO-LUMO gap	0.38931	hartree